Entry 1:
Molecular formula: C22H27MnO
Method: DFT, ωB97M-V/def2-TZVPD

The value obtained for the total energy is -56609.3337 eV. Its net charge is -2. The orbital gap (alpha / beta) comes out at 1.05 / 6.49 eV. The LUMO energy (alpha / beta) comes out at 3.9 / 4.6 eV. As for the spin multiplicity: 5.

Structure (XYZ):
```
51
C22H27MnO, DFT ωB97M-V/def2-TZVPD
H -0.1204 -1.3992 2.3696
H -2.7039 1.5973 6.2946
C 2.7207 -0.0635 -3.2927
C -1.3430 0.3401 -2.1501
C 3.8687 0.0296 -2.3599
H -2.5829 1.0439 0.9245
C -2.6998 3.3200 4.9589
C -0.7455 1.9472 3.5442
H -2.5009 4.8918 3.4620
C -0.1194 -1.6190 1.3085
H 1.2650 -2.4854 -1.6590
O 1.4756 1.6792 0.8796
H 2.0114 -0.7899 -2.9093
H 0.7002 0.3630 3.2543
H 2.0712 -1.6112 0.7883
C -1.2820 -1.9712 0.5263
H 0.3060 1.8692 -2.2784
H -1.3645 -0.0726 -3.1669
H -1.4356 -2.7202 -1.6161
H 3.5094 2.1103 0.6530
H 4.6332 1.3723 -0.8395
H 4.4825 -0.7240 -0.5055
C -1.3250 1.3457 4.6944
C 3.7761 1.2516 -1.5364
H 2.2345 0.9150 -3.3413
C 2.4579 2.0763 0.2204
Mn -0.3860 -0.3438 -0.4010
H -0.5516 2.6185 0.1878
H 2.3074 2.8179 -0.6176
H -3.4489 3.8645 5.5365
C -0.4627 1.3710 -1.6896
C 1.0335 -1.7341 0.4591
C -0.8187 -2.3224 -0.8128
H -0.7134 3.6631 2.1868
H -3.1440 -0.6139 -1.1737
C 4.2625 -1.1125 -1.5079
C -0.8993 1.7655 -0.3760
H 3.4798 2.1693 -2.0817
H 3.4400 -1.8110 -1.4398
C 0.2979 1.3155 2.9394
H 0.7627 1.9020 2.1561
H 5.1570 -1.6106 -1.8825
H -2.2951 -2.0526 0.9070
C -2.2841 2.0471 5.3956
C -1.1942 3.2375 3.0740
C -2.0056 0.9365 0.0069
H 3.0424 -0.3615 -4.2947
C -2.1639 3.9062 3.7946
C 0.6083 -2.1809 -0.8322
C -2.2822 0.0521 -1.1016
H -0.9393 0.3650 4.9814
```

***

Entry 2:
Molecular formula: C10H19FN3
Method: DFT, ωB97M-V/def2-TZVPD

The value obtained for the total energy is -17856.9668 eV. The calculation puts the energy above the lowest of the compared OMol25 structures with the same formula, charge and spin at 21.6 kcal/mol. As for the structure (SMILES): Cn1nccc1[C@@](F)(C[NH3+])C(C)(C)C. Its net charge is +1. The orbital gap comes out at 9.38 eV. The LUMO energy comes out at -3.6 eV.

Structure (XYZ):
```
33
C10H19FN3, DFT ωB97M-V/def2-TZVPD
H -1.9254 0.5482 2.4696
H -1.1433 -0.9776 2.1018
H -0.1870 0.5293 2.2944
C -1.1709 0.4788 0.3111
H 1.4627 -1.9122 -1.0321
C -0.3921 -1.7832 -0.4303
H -2.9032 -0.7023 0.0643
H -3.3219 0.8827 -0.2589
N 3.4596 0.6076 0.2779
C 2.3840 1.3827 -1.6846
C 1.9022 -0.6262 1.3318
H 1.5723 2.0180 -1.9284
H -0.8546 2.2101 -0.9245
H -0.3551 -2.2128 0.6600
C 3.2000 -0.1146 1.3369
H 0.1791 2.2852 0.5838
C -2.4259 0.1824 -0.3876
H 0.6366 -3.5482 -1.0705
H 2.6249 0.9444 -2.7210
H 0.5136 -2.5430 -2.2385
N 0.6796 -2.4987 -1.1884
C -1.1885 0.1336 1.8617
H -1.5749 2.7314 0.7892
H -1.4238 -1.7010 -0.8337
F -0.1044 0.1677 -1.7627
C -0.0346 -0.2783 -0.3812
H 4.0301 -0.1002 2.0508
C -0.8775 2.0867 0.1964
C 1.3526 -0.1255 0.1371
H 1.6324 -1.3172 1.9968
H -2.3349 0.0224 -1.4249
H 3.2301 2.0411 -1.6913
N 2.3639 0.6176 -0.5058
```

***

Entry 3:
Molecular formula: C5H5NO
Method: DFT, ωB97M-V/def2-TZVPD

The value obtained for the total energy is -8802.0905 eV. The calculation puts the energy above the lowest of the compared OMol25 structures with the same formula, charge and spin at 30.6 kcal/mol. As for the structure (SMILES): N#C[C@@H]1C[C@@H]1C=O. The orbital gap comes out at 11.04 eV. The LUMO energy comes out at 0.7 eV.

Structure (XYZ):
```
12
C5H5NO, DFT ωB97M-V/def2-TZVPD
C -0.8664 -0.1694 -0.8952
H 1.2414 -0.1071 -1.6036
N 1.1814 2.6085 0.0887
C -0.1653 -0.4966 1.5582
H -1.1774 -0.7598 -1.7508
H -0.4777 0.5477 1.7757
H -1.6064 0.5387 -0.5304
C 0.0325 -0.8216 0.1184
O -0.0117 -1.3027 2.4418
H 0.3659 -1.8380 -0.0656
C 0.5725 0.2446 -0.8233
C 0.9112 1.5555 -0.3140
```

***

Entry 4:
Molecular formula: C27H48AsBFeN7O
Method: DFT, ωB97M-V/def2-TZVPD

The value obtained for the total energy is -137148.5066 eV. The calculation puts the energy above the lowest of the compared OMol25 structures with the same formula, charge and spin at 9.4 kcal/mol. Its net charge is +2. The orbital gap (alpha / beta) comes out at 9.32 / 6.46 eV. The LUMO energy (alpha / beta) comes out at -4.9 / -7.7 eV. As for the spin multiplicity: 6.

Structure (XYZ):
```
86
C27H48AsBFeN7O, DFT ωB97M-V/def2-TZVPD
H 2.7108 -1.5732 3.5254
As 2.7550 1.0065 0.3737
C 0.3338 -4.1138 1.2884
H 2.4676 1.0274 -3.4695
H 0.7311 -4.7010 -2.8012
N 0.0710 -3.0160 0.5715
H -2.3591 4.5604 3.4057
H 5.8006 0.7119 1.3428
H 3.7223 -0.3661 2.2047
H 0.8374 -4.0961 -4.4596
H 3.3765 -1.3594 -1.5743
H 0.7878 1.4293 -3.7439
C -0.9587 0.5530 4.3780
C 5.1765 1.2086 2.0847
H 3.1381 1.1665 2.8351
H -2.6392 1.6171 1.1857
Fe 0.2548 -0.1041 0.3504
H 0.3731 -6.2151 1.5600
H 1.4426 1.5536 -2.1092
H 4.2378 3.5069 -0.8769
H 4.5470 -1.3920 -0.2513
H 1.3040 -4.3572 3.2595
C 1.6446 -1.3931 3.3971
C 1.4746 0.9735 -3.0298
H -1.0594 -3.9268 -1.1485
H -2.7438 3.1309 2.4714
H 1.4853 -1.5019 -4.6870
H 0.1298 2.2863 4.6241
C 1.1072 -1.5084 -3.6781
C 4.2800 -0.8900 -1.1836
C 0.5333 -2.5799 -3.0142
C -0.1974 2.0950 2.7000
H 3.7807 1.0931 -1.9033
H 3.4007 4.8446 -0.0995
C 4.0912 0.6126 -0.9842
N 0.5343 -0.8540 -1.6286
H 5.0857 -1.0737 -1.8939
H -1.6998 3.0629 5.3534
H -3.4339 -3.8433 -1.9914
H -0.9405 -0.2928 3.6936
C -2.9179 -0.0561 -0.1022
H -2.5674 2.0062 -0.5327
C -0.6248 3.5216 2.7034
C -3.7725 -3.5207 -1.0064
O -0.1631 1.3860 1.6743
C 1.0743 -0.4419 -2.7856
H -4.9564 -0.8461 -0.4424
H 5.2533 2.2822 1.9355
C 2.4637 2.9426 0.2555
H -2.9136 0.9294 3.5123
C -3.8907 -0.9990 -0.4043
C -0.0127 -5.4932 0.8453
C 1.0686 -2.3371 2.3979
H -0.6058 3.9569 1.7065
H -3.3685 3.0293 4.8626
C -2.3637 1.1970 4.4196
B -0.7001 -2.8667 -0.7511
H -3.4626 -4.2791 -0.2871
C -3.0737 1.3918 0.2144
C -3.2125 -2.1854 -0.6512
H -4.8580 -3.4713 -1.0125
N 0.5221 -1.9169 1.2345
H 1.7503 3.0880 -0.5580
H 5.5976 0.9842 3.0650
C 0.9692 -3.7155 2.4613
H -2.9151 0.7755 5.2594
N -1.9022 -1.9445 -0.4968
H 0.4109 -5.7079 -0.1355
C 3.7022 3.8042 0.0240
H 4.3892 3.7644 0.8647
H -1.0929 -5.6232 0.7706
N 0.1846 -2.1611 -1.7864
N 0.0237 1.5658 3.9226
C 0.3306 -3.9727 -3.5061
N -1.7113 -0.6443 -0.1495
C 3.7353 0.7094 2.0440
H 1.1747 -1.5462 4.3687
C -2.3669 2.7377 4.5480
C -2.0841 3.5178 3.2489
H -0.6416 0.2148 5.3608
H 1.9529 3.2282 1.1768
H -0.7273 -4.1954 -3.6495
H 0.0197 4.1052 3.3648
H 5.0201 1.0825 -0.6632
H -4.1258 1.6652 0.2276
H 1.4923 -0.3595 3.0913
```

***

Q: Which value of total energy does entry 4 give?
A: -137148.5066 eV

***

Q: Which of these has the highest total energy?
A: C5H5NO

***

Q: Which value of total energy does entry 3 give?
A: -8802.0905 eV

***

Q: Among the records above, which one has the highest total energy?
A: C5H5NO